1.
Entry from OMol25: a structure of composition C41H39F15GeN4O5S3Si4Tl (ωB97M-V/def2-TZVPD).

ORCA input file:
```
! wB97M-V def2-TZVPD RIJCOSX def2/J DEFGRID3
* xyz -1 1
Tl -0.962 -1.057 0.460
N 4.526 -3.250 -5.500
C 4.006 -3.285 -4.206
C 4.768 -2.843 -3.124
C 4.265 -2.907 -1.835
C 2.988 -3.409 -1.614
C 2.231 -3.873 -2.683
C 2.737 -3.816 -3.969
S 2.285 -3.396 0.004
O 3.387 -3.477 0.934
O 1.273 -4.420 0.012
N 1.528 -1.996 0.092
C 2.114 -0.855 0.535
S 3.780 -0.609 1.055
C 3.435 1.063 1.334
C 2.139 1.315 1.067
N 1.394 0.252 0.607
H 5.278 -2.598 -5.647
H 3.849 -3.245 -6.243
H 5.763 -2.447 -3.300
H 4.861 -2.573 -0.995
H 1.248 -4.284 -2.490
H 2.146 -4.183 -4.802
H 4.196 1.744 1.684
H 1.650 2.274 1.190
O -4.250 -3.047 0.583
C -3.615 -2.571 1.381
F -2.780 -1.082 5.672
C -2.273 -0.147 6.489
C -1.029 0.411 6.233
C -0.590 1.348 7.150
F 0.620 1.919 7.041
C -1.340 1.729 8.248
F -0.876 2.634 9.118
C -2.578 1.157 8.458
F -3.310 1.514 9.516
C -3.050 0.206 7.575
F -4.244 -0.357 7.787
Ge -0.157 -0.110 4.507
S -1.419 0.566 2.948
C 1.672 0.662 4.489
C 2.858 -0.052 4.511
F 2.874 -1.388 4.610
C 4.097 0.562 4.440
F 5.223 -0.157 4.468
C 4.168 1.934 4.334
F 5.356 2.538 4.250
C 3.009 2.682 4.292
F 3.085 4.012 4.163
C 1.792 2.039 4.359
F 0.700 2.812 4.302
C 0.125 -2.058 4.820
C -0.092 -3.022 3.854
F -0.422 -2.674 2.600
C 0.024 -4.379 4.098
F -0.217 -5.274 3.142
C 0.392 -4.803 5.357
F 0.511 -6.106 5.619
C 0.650 -3.874 6.346
F 1.033 -4.287 7.559
C 0.519 -2.529 6.062
F 0.839 -1.680 7.054
O -0.621 3.748 -1.187
C -1.438 3.028 -0.666
C -2.119 3.243 0.663
C -3.330 2.317 0.607
C -2.996 1.346 -0.505
O -3.573 0.312 -0.754
N -1.918 1.839 -1.245
H -2.335 4.298 0.815
H -1.432 2.911 1.447
H -4.246 2.838 0.321
H -3.514 1.774 1.533
C -1.451 -0.939 -5.296
Si -2.105 -0.850 -3.522
C -3.963 -1.011 -3.612
C -1.397 -2.362 -2.677
Si -1.441 1.323 -2.959
Si -2.863 2.752 -4.172
C -4.575 2.687 -3.382
C -3.038 2.240 -5.973
C -2.233 4.519 -4.182
Si 0.846 1.646 -3.432
C 1.693 -0.018 -3.302
C 1.873 2.932 -2.568
C 0.789 2.120 -5.257
H -1.845 -1.834 -5.790
H -0.358 -1.009 -5.299
H -1.732 -0.070 -5.899
H -4.222 -2.008 -3.982
H -4.396 -0.270 -4.291
H -4.413 -0.873 -2.626
H -2.035 -2.725 -1.867
H -0.393 -2.208 -2.271
H -1.328 -3.151 -3.434
H -5.295 2.270 -4.091
H -4.918 3.684 -3.095
H -4.598 2.052 -2.491
H -3.538 1.272 -6.075
H -2.062 2.171 -6.462
H -3.633 2.986 -6.511
H -1.684 4.764 -3.272
H -3.062 5.224 -4.290
H -1.551 4.663 -5.026
H 1.358 -0.582 -2.428
H 2.779 0.097 -3.210
H 1.497 -0.632 -4.186
H 1.785 2.872 -1.484
H 1.576 3.939 -2.869
H 2.920 2.765 -2.840
H 0.244 1.376 -5.846
H 1.804 2.194 -5.660
H 0.297 3.089 -5.400
*
```

Computed properties:
LUMO energy	2.063	eV
electronic energy	-225342.4115	eV
HOMO	-5.486	eV
relative energy (zero: lowest compared OMol25 entry of this formula, charge and spin)	0.000	eV

Results of the Mulliken charge analysis, in e, for atoms 1 through 5: 1.0538 -0.6161 1.2241 -0.8228 -0.3772



2.
Entry from OMol25: a cluster of 2 separate species, C8H13N5O4 in total (ωB97M-V/def2-TZVPD).

ORCA input file:
```
! wB97M-V def2-TZVPD RIJCOSX def2/J DEFGRID3
* xyz 0 1
C -1.341 -2.624 -2.692
O -1.739 -3.166 -1.416
C -1.647 -2.320 -0.387
N -1.193 -1.074 -0.669
C -1.367 -0.091 0.251
C -1.981 -0.530 1.451
C -2.262 -1.916 1.742
N -2.593 -2.121 3.087
O -2.553 -0.828 3.610
N -2.128 0.160 2.610
O -2.068 1.324 2.944
N -2.104 -2.814 0.791
H -1.425 -3.489 -3.344
H -2.038 -1.825 -2.974
H -0.313 -2.246 -2.619
H -1.412 0.997 0.094
C 3.064 2.614 -1.208
C 2.567 1.760 -0.071
O 2.490 2.617 1.070
C 1.232 1.114 -0.425
N 0.549 0.393 0.606
H 3.106 1.986 -2.093
H 2.419 3.469 -1.461
H 4.067 2.997 -1.039
H 3.305 0.963 0.120
H 2.282 2.069 1.854
H 0.544 1.896 -0.769
H 1.415 0.394 -1.236
H 0.358 0.898 1.524
H 0.768 -0.606 0.648
*
```

Computed properties:
LUMO energy	-0.864	eV
electronic energy	-24140.8725	eV
HOMO	-8.415	eV
SMILES	COc1ncc2c(no[n+]2[O-])n1.C[C@@H](O)CN
relative energy (zero: lowest compared OMol25 entry of this formula, charge and spin)	0.518	eV

Results of the Mulliken charge analysis, in e, for atoms 1 through 5: -0.6159 -0.3641 0.5984 -0.5327 -0.2962



3.
Entry from OMol25: a cluster of 2 separate species, C4H12S in total (ωB97M-V/def2-TZVPD).

ORCA input file:
```
! wB97M-V def2-TZVPD RIJCOSX def2/J DEFGRID3
* xyz 1 2
C -2.216 0.314 -0.855
C -2.729 0.760 0.498
H -2.172 -0.788 -1.059
H -2.869 0.535 -1.710
H -1.261 0.674 -1.275
H -2.796 1.846 0.448
H -1.934 0.607 1.216
H -3.594 0.236 0.867
C 3.206 0.002 -0.682
C 1.129 -0.841 1.046
S 1.474 -0.656 -0.654
H 3.807 -0.821 -0.348
H 3.295 0.194 -1.754
H 3.329 0.923 -0.105
H 0.360 -1.625 1.145
H 1.075 0.075 1.637
H 1.895 -1.435 1.585
*
```

Computed properties:
LUMO energy (alpha / beta)	-3.479 / -8.580	eV
electronic energy	-15168.3948	eV
HOMO (alpha / beta)	-14.492 / -14.490	eV
relative energy (zero: lowest compared OMol25 entry of this formula, charge and spin)	0.699	eV

Results of the Mulliken charge analysis, in e, for atoms 1 through 5: -0.8370 -0.7203 0.2848 0.3525 0.1881



> Which of these has the highest relative energy (zero: lowest compared OMol25 entry of this formula, charge and spin)?

C4H12S



> Which value of relative energy (zero: lowest compared OMol25 entry of this formula, charge and spin) does entry 2 give?

0.518 eV



> Which of these has the highest electronic energy?

C4H12S



> Which value of electronic energy does entry 2 give?

-24140.8725 eV